--- a ---
The following is a DFT calculation (ωB97M-V/def2-TZVPD) of the molecule C23H22N2O4.

Structure (XYZ):
```
51
Properties=species:S:1:pos:R:3:nbo_charge:R:1
C -7.64160 -0.45750 -2.08232 -0.634
C -7.48424 -0.28889 -0.57769 -0.073
O -6.20281 0.23839 -0.24383 -0.501
C -5.18790 -0.63127 -0.16627 0.796
O -5.29456 -1.82313 -0.33514 -0.614
C -3.91722 0.04766 0.16854 -0.353
C -3.95827 1.44259 0.32055 0.303
N -3.98815 2.58502 0.44285 -0.342
C -2.79357 -0.71000 0.30757 -0.009
C -1.48071 -0.28595 0.62561 -0.139
C -1.01058 0.99559 0.86486 0.051
N 0.30781 0.97506 1.15196 -0.345
C 1.11921 2.14976 1.31055 -0.241
C 1.39885 2.80041 -0.06133 -0.068
O 1.87453 1.87578 -1.00466 -0.498
C 3.10339 1.29296 -0.81775 0.268
C 3.32742 0.11673 -1.52481 -0.240
C 4.52536 -0.56226 -1.41895 -0.243
C 5.53137 -0.07442 -0.59103 0.270
O 6.74354 -0.66756 -0.39368 -0.495
C 7.02065 -1.86521 -1.07717 -0.252
C 5.31131 1.11108 0.10647 -0.232
C 4.11438 1.79130 -0.00288 -0.294
C 0.76098 -0.32490 1.09463 0.200
C 2.02512 -0.85307 1.32065 -0.244
C 2.17950 -2.21758 1.19033 -0.215
C 1.10593 -3.04259 0.85482 -0.225
C -0.15506 -2.52548 0.64685 -0.190
C -0.33684 -1.15179 0.76738 -0.090
H -6.93346 -1.19682 -2.44894 0.222
H -7.45834 0.48873 -2.58593 0.212
H -8.64982 -0.79284 -2.30823 0.216
H -7.61470 -1.25232 -0.07296 0.198
H -8.19843 0.43804 -0.18558 0.192
H -2.93346 -1.77371 0.15450 0.239
H -1.55560 1.91949 0.85364 0.237
H 0.60109 2.87462 1.94458 0.222
H 2.05584 1.85978 1.78987 0.222
H 2.08022 3.65119 0.06412 0.179
H 0.46087 3.16411 -0.48962 0.205
H 2.53909 -0.25938 -2.15688 0.231
H 4.65671 -1.47276 -1.98085 0.217
H 6.31881 -2.65872 -0.80026 0.174
H 8.02592 -2.15203 -0.77252 0.201
H 6.99884 -1.72369 -2.16256 0.176
H 6.09908 1.48821 0.73929 0.225
H 3.98921 2.71055 0.54886 0.216
H 2.86809 -0.23280 1.58316 0.222
H 3.15265 -2.65522 1.35419 0.214
H 1.26957 -4.10589 0.76236 0.213
H -0.98215 -3.17178 0.39593 0.214
```

Results
M in g/mol: 390.4
Spin multiplicity: 1
Gap between HOMO and LUMO in eV: 7.767
E_HOMO in eV: -8.018
SMILES: CCOC(=O)/C(C#N)=C/c1cn(CCOc2ccc(OC)cc2)c2ccccc12


--- b ---
The following is a DFT calculation (ωB97M-V/def2-TZVPD) of the molecule C23H22N2O4.

Structure (XYZ):
```
51
Properties=species:S:1:pos:R:3:nbo_charge:R:1
O -4.07537 -3.04397 -0.03458 -0.630
C -3.14898 -2.27155 -0.16261 0.657
C -1.83608 -2.50616 0.58950 -0.184
O -0.90857 -1.43154 0.49659 -0.515
C 0.25303 -1.68010 -0.13603 0.781
O 0.50426 -2.73677 -0.65853 -0.573
C 1.23465 -0.56108 -0.08148 -0.113
C 2.55343 -0.95436 -0.08837 -0.183
C 3.58672 0.00853 -0.04659 0.178
C 5.00202 -0.38035 -0.02540 -0.002
C 5.42131 -1.61614 0.46324 -0.214
C 6.76438 -1.94454 0.46878 -0.210
C 7.70509 -1.04949 -0.01299 -0.201
C 7.29809 0.18557 -0.49227 -0.209
C 5.95833 0.51966 -0.49563 -0.195
N 3.32149 1.29409 -0.05205 -0.397
C 2.04863 1.71559 -0.07206 0.143
C 1.83119 3.11034 -0.10886 -0.187
C 0.56292 3.61459 -0.14958 -0.205
C -0.53836 2.74618 -0.13772 -0.194
C -0.36032 1.39030 -0.08532 -0.211
C 0.92932 0.82806 -0.06169 -0.009
N -3.16036 -1.19450 -0.96255 -0.611
C -4.34221 -0.72140 -1.63896 -0.240
C -5.03922 0.38683 -0.82976 0.093
C -5.62035 -0.11530 0.50841 -0.450
C -4.68930 0.49626 1.55537 -0.426
C -4.21967 1.75925 0.83916 -0.065
O -4.07793 1.39210 -0.51882 -0.546
H -1.37618 -3.42044 0.19501 0.247
H -2.07006 -2.65699 1.64753 0.219
H 2.78238 -2.00655 -0.15000 0.239
H 4.70339 -2.31711 0.86183 0.211
H 7.07931 -2.90381 0.85287 0.214
H 8.75257 -1.31261 -0.01076 0.214
H 8.02956 0.88800 -0.86407 0.214
H 5.62484 1.47715 -0.86383 0.233
H 2.69998 3.74949 -0.11239 0.227
H 0.39835 4.68110 -0.18942 0.217
H -1.53820 3.15178 -0.17884 0.219
H -1.22368 0.74728 -0.05131 0.210
H -2.39085 -0.54297 -0.92225 0.410
H -4.04810 -0.32875 -2.61505 0.207
H -5.02169 -1.56526 -1.76868 0.233
H -5.82774 0.82426 -1.45929 0.178
H -6.63615 0.25730 0.63879 0.212
H -5.63889 -1.20122 0.55165 0.244
H -3.84179 -0.16247 1.74800 0.201
H -5.18981 0.71296 2.49568 0.219
H -4.96972 2.55822 0.93528 0.162
H -3.25565 2.13052 1.19003 0.190
```

Results
M in g/mol: 390.4
Spin multiplicity: 1
Gap between HOMO and LUMO in eV: 8.133
E_HOMO in eV: -8.660
SMILES: O=C(COC(=O)c1cc(-c2ccccc2)nc2ccccc12)NC[C@H]1CCCO1


Energies relative to the most stable structure are a 1.720; b 0.000, reported in eV.


--- a ---
The following is a DFT calculation (ωB97M-V/def2-TZVPD) of the ion CH4IN2 with charge +1.

Structure (XYZ):
```
8
Properties=species:S:1:pos:R:3:nbo_charge:R:1
N 1.22506 0.16449 0.02884 -0.719
C -0.04443 0.46547 0.05049 0.386
N -0.93380 -0.47862 0.03844 -0.716
I -2.93062 0.05284 0.03411 0.489
H 2.08611 0.62560 -0.16186 0.450
H 1.56052 -0.76194 0.27282 0.414
H -0.27989 1.46000 -0.04074 0.230
H -0.68294 -1.52785 -0.22210 0.466
```

Results
M in g/mol: 171.0
Spin multiplicity: 1
Gap between HOMO and LUMO in eV: 9.024
Net charge: +1
E_HOMO in eV: -14.256
SMILES: N/C=[NH+]/I


--- b ---
The following is a DFT calculation (ωB97M-V/def2-TZVPD) of the ion CH4IN2 with charge +1.

Structure (XYZ):
```
8
Properties=species:S:1:pos:R:3:nbo_charge:R:1
N -1.32557 -0.09754 -0.04567 -0.701
C -0.08602 -0.38663 -0.13264 0.372
N 0.91144 0.42178 0.05026 -0.730
I 2.88146 0.04116 -0.06208 0.503
H -1.92203 -0.93256 0.23184 0.461
H -1.57228 0.83761 -0.01403 0.424
H 0.32866 -1.38993 -0.20008 0.227
H 0.78435 1.50613 0.17241 0.443
```

Results
M in g/mol: 171.0
Spin multiplicity: 1
Gap between HOMO and LUMO in eV: 9.238
Net charge: +1
E_HOMO in eV: -14.205
SMILES: N/C=[NH+]/I


Energies relative to the most stable structure are a 0.063; b 0.000, reported in eV.